Molecular formula: C12H19BrF6IN3O12S3
Method: DFT, the ωB97M-V functional and the def2-TZVPD basis

Each line ends with the natural charge from an NBO analysis.
Element x y z (Å)
C (1.893, 3.738, -0.822)  -0.709
C (1.234, 3.885, -2.164)  0.698
O (1.043, 5.004, -2.606)  -0.582
N (0.848, 2.758, -2.920)  -0.461
C (0.229, 3.134, -4.189)  -0.410
C (0.167, 1.702, -2.189)  0.053
C (1.147, 0.551, -1.854)  0.424
F (1.005, -0.324, -2.900)  -0.352
O (2.464, 0.964, -1.827)  -0.543
C (3.206, 0.362, -0.775)  0.131
N (4.524, 0.920, -0.727)  -0.823
I (3.375, -1.758, -1.016)  0.103
N (-0.576, 2.212, -0.991)  -0.734
Br (-1.947, 3.400, -1.555)  0.287
S (-1.243, 1.056, 0.063)  2.238
O (-0.209, 0.464, 0.853)  -0.916
O (-2.301, 1.664, 0.801)  -0.894
C (-2.063, -0.339, -0.858)  0.372
F (-1.198, -0.996, -1.645)  -0.289
F (-2.459, -1.173, 0.130)  -0.297
C (-3.317, -0.001, -1.713)  0.923
F (-4.204, 0.735, -1.053)  -0.283
F (-3.879, -1.182, -2.032)  -0.302
F (-2.957, 0.614, -2.843)  -0.302
H (2.913, 4.085, -0.913)  0.247
H (1.390, 4.422, -0.152)  0.247
H (1.843, 2.755, -0.386)  0.211
H (-0.632, 3.780, -4.088)  0.205
H (-0.030, 2.233, -4.729)  0.203
H (0.970, 3.647, -4.783)  0.228
H (-0.533, 1.274, -2.894)  0.231
H (0.935, 0.029, -0.926)  0.191
H (2.725, 0.582, 0.170)  0.184
H (4.944, 0.785, -1.638)  0.368
H (4.399, 1.920, -0.613)  0.361
C (0.117, 0.687, 3.338)  -0.094
C (-0.824, -0.492, 3.434)  -0.104
O (0.006, -1.567, 3.895)  -0.693
S (1.142, -0.997, 4.868)  2.552
O (0.730, -1.158, 6.215)  -0.903
O (2.399, -1.462, 4.415)  -0.893
O (0.977, 0.550, 4.479)  -0.698
H (0.725, 0.639, 2.434)  0.213
H (-0.401, 1.641, 3.379)  0.206
H (-1.267, -0.753, 2.477)  0.219
H (-1.612, -0.321, 4.171)  0.190
C (-1.849, -5.499, 0.754)  -0.098
C (-2.467, -4.127, 0.923)  -0.101
O (-1.631, -3.482, 1.891)  -0.696
S (-0.113, -3.988, 1.724)  2.551
O (0.593, -3.041, 0.941)  -0.905
O (0.356, -4.426, 2.981)  -0.876
O (-0.438, -5.262, 0.804)  -0.686
H (-2.120, -6.165, 1.575)  0.195
H (-2.110, -5.960, -0.194)  0.212
H (-3.489, -4.167, 1.287)  0.214
H (-2.430, -3.553, -0.006)  0.190

Results
- E_HOMO: -9.5443 eV
- Frontier orbital gap: 8.2 eV
- LUMO energy: -1.31 eV